Entry 1:
# C19H42AsAuO3S4Si

C19H42AsAuO3S4Si as an isolated structure (the ωB97M-V functional and the def2-TZVPD basis, OMol25).

Structure (XYZ):
```
71
Properties=species:S:1:pos:R:3:forces:R:3
Au -0.075 -0.361 -1.787 -0.028 0.317 -0.243
C -0.355 -3.996 -4.665 0.053 -0.032 0.060
C 0.102 -2.920 -3.711 0.544 -0.046 0.332
S -1.132 -1.742 -3.300 0.016 -0.030 -0.074
C 1.337 -2.868 -3.168 -0.586 0.130 -0.327
C 2.396 -3.919 -3.350 -0.057 -0.003 -0.070
S 1.857 -1.494 -2.206 0.043 -0.242 0.206
H -1.375 -3.811 -4.997 -0.012 0.020 -0.012
H -0.344 -4.978 -4.185 0.000 0.011 0.004
H 0.288 -4.046 -5.546 -0.003 -0.011 -0.009
H 1.966 -4.844 -3.733 0.012 0.008 -0.002
H 2.875 -4.133 -2.394 0.010 -0.020 0.016
H 3.179 -3.599 -4.042 0.002 0.028 -0.006
C -3.537 0.312 2.987 -0.041 -0.057 0.042
C -2.801 0.582 1.681 0.011 -0.125 0.137
C -2.924 -0.621 0.758 -0.015 -0.027 -0.077
C -3.336 1.845 1.024 -0.018 0.067 0.000
O -1.444 0.835 2.033 0.325 0.138 -0.218
Si 0.060 0.246 1.811 -0.082 0.103 0.404
S 1.007 0.804 -0.022 -0.044 -0.103 -0.017
O -0.048 -1.347 2.138 -0.054 0.103 -0.237
C 0.856 -2.445 2.321 0.026 0.091 0.141
C 0.071 -3.480 3.110 -0.051 -0.049 0.029
C 2.082 -1.996 3.105 0.049 0.026 -0.013
C 1.262 -2.995 0.969 0.067 0.003 -0.071
O 0.992 0.928 2.973 -0.117 -0.151 -0.181
C 1.445 2.257 3.249 -0.082 -0.034 0.014
C 1.520 2.356 4.766 0.010 0.026 0.058
C 0.477 3.297 2.702 -0.016 0.042 -0.034
C 2.827 2.428 2.639 0.087 0.025 -0.050
H -4.606 0.184 2.808 0.008 -0.008 0.008
H -3.393 1.147 3.674 -0.002 0.002 -0.004
H -3.146 -0.593 3.454 -0.005 0.011 0.005
H -3.976 -0.821 0.545 0.005 -0.018 0.008
H -2.479 -1.506 1.215 -0.018 0.035 -0.001
H -2.424 -0.438 -0.195 0.010 -0.015 0.033
H -4.382 1.719 0.736 0.009 0.000 0.001
H -2.751 2.087 0.138 -0.012 0.004 0.020
H -3.262 2.683 1.720 -0.011 -0.010 0.005
H -0.235 -3.068 4.073 -0.002 -0.004 -0.004
H 0.677 -4.370 3.285 0.000 0.000 0.003
H -0.823 -3.770 2.556 0.001 -0.009 0.010
H 1.791 -1.588 4.073 -0.001 0.010 -0.006
H 2.624 -1.223 2.558 0.005 -0.012 0.002
H 2.752 -2.844 3.262 -0.013 0.004 0.011
H 0.384 -3.280 0.387 -0.014 0.018 -0.012
H 1.895 -3.876 1.100 -0.010 -0.005 -0.017
H 1.821 -2.248 0.405 -0.024 -0.044 0.029
H 0.526 2.235 5.199 0.002 -0.006 0.000
H 1.922 3.325 5.070 -0.010 -0.013 0.001
H 2.166 1.569 5.157 0.003 0.008 0.003
H -0.518 3.152 3.123 0.004 -0.003 -0.003
H 0.402 3.227 1.614 0.002 -0.007 0.013
H 0.829 4.298 2.960 -0.014 -0.005 -0.003
H 3.511 1.684 3.051 0.000 0.002 -0.011
H 3.219 3.423 2.859 0.012 -0.018 0.002
H 2.787 2.298 1.557 -0.002 0.008 0.019
C -1.578 3.783 -4.414 -0.033 0.054 -0.021
As -0.582 2.301 -3.717 -0.060 -0.021 0.061
C -0.169 1.187 -5.220 0.090 -0.074 -0.025
C 1.067 3.034 -3.062 0.054 -0.050 0.087
S -1.784 1.373 -2.222 0.044 -0.115 0.070
H -0.999 4.274 -5.195 -0.016 0.015 0.001
H -1.781 4.478 -3.602 -0.011 0.014 -0.010
H -2.517 3.411 -4.821 0.000 0.013 -0.006
H 0.694 1.602 -5.738 -0.028 0.020 -0.033
H -1.035 1.163 -5.877 -0.016 -0.049 -0.011
H 0.048 0.182 -4.860 0.000 0.028 -0.047
H 1.766 3.129 -3.891 -0.004 0.024 0.007
H 1.471 2.374 -2.296 0.007 0.007 -0.021
H 0.860 4.008 -2.626 0.006 0.003 0.035
```
Forces are in eV/Å.

Results
LUMO level ... -0.91 eV
Energy ... -5228.8063 hartree
Gap between HOMO and LUMO ... 6.33 eV

These are the Löwdin partial charges, in e, on atoms 1 to 5: Au 0.218; C -0.134; C -0.765; S 0.548; C -0.759


Entry 2:
# C6H7Cl

A 2-piece molecular cluster, C6H7Cl overall (the ωB97M-V functional and the def2-TZVPD basis, OMol25).

Structure (XYZ):
```
14
Properties=species:S:1:pos:R:3:forces:R:3
C 0.802 1.544 1.431 0.970 -2.275 1.038
C -0.259 1.606 0.497 -0.267 -0.639 0.150
C 0.938 0.237 1.851 -1.927 2.027 -1.701
C -0.822 0.391 0.368 -2.541 -2.295 -1.738
C -0.144 -0.487 1.193 1.780 -0.555 1.455
C -0.279 -1.414 -2.683 0.476 -1.110 -2.092
Cl -0.337 -2.140 1.590 -0.433 0.305 -0.534
H 1.422 2.309 1.767 0.766 1.337 0.320
H -0.652 2.398 -0.018 -0.486 2.236 -1.070
H 1.578 -0.145 2.558 1.351 -0.820 1.372
H -1.644 0.048 -0.305 0.755 0.700 0.754
H 0.243 -2.187 -2.103 -0.418 0.882 0.396
H -0.259 -1.753 -3.788 -0.385 1.166 1.847
H -0.587 -0.406 -2.358 0.360 -0.960 -0.200
```
Forces are in eV/Å.

Results
LUMO level (alpha / beta) ... 0.16 / -1.72 eV
Energy ... -692.8471 hartree
Gap between HOMO and LUMO (alpha / beta) ... 8.82 / 6.98 eV

These are the natural (NBO) partial charges, in e, on atoms 1 to 5: C -0.219; C -0.129; C -0.290; C -0.367; C 0.063


Entry 3:
# C3H7N2O

An isolated ion of composition C3H7N2O and charge +1 (the ωB97M-V functional and the def2-TZVPD basis, OMol25).

Structure (XYZ):
```
13
Properties=species:S:1:pos:R:3:forces:R:3
O -0.704 1.992 -0.676 1.682 1.070 -0.072
C -0.172 1.102 0.153 -4.395 -5.026 -0.120
N -1.164 -0.089 0.711 4.746 1.350 -4.578
C -0.531 -1.295 0.533 1.538 3.183 -0.338
C 0.674 -1.232 -0.060 -0.500 -0.233 -1.282
N 0.798 0.175 -0.559 1.532 1.820 0.043
H -1.613 1.968 -0.918 -1.319 -0.646 -0.071
H 0.275 1.489 0.998 1.200 1.212 1.589
H -1.830 0.138 1.329 -2.766 0.620 2.802
H -0.926 -2.129 0.942 -1.311 -2.643 1.117
H 1.308 -2.018 -0.520 -0.597 0.855 0.590
H 1.654 0.646 -0.265 0.750 -0.776 -0.137
H 0.791 0.402 -1.577 -0.561 -0.787 0.458
```
Forces are in eV/Å.

Results
LUMO level ... -3.29 eV
SMILES ... O[C@H]1NC=C[NH2+]1
Energy ... -302.9410 hartree
Total charge ... +1
Gap between HOMO and LUMO ... 10.25 eV

These are the natural (NBO) partial charges, in e, on atoms 1 to 5: O -0.685; C 0.436; N -0.602; C 0.074; C -0.211


Quick rundown of energy relative to the best compared isomer or geometry (same formula, charge and spin), same order as above: 0.0000 3.7295 2.6957 eV